(1)
Molecular formula: H22HeO11
Method: DFT, wB97M-V/def2-TZVPD

Summary:
HOMO in eV: -9.97
Orbital gap in Eh: 0.3514

XYZ file:
```
34
Properties=species:S:1:pos:R:3:forces:R:3
He -0.289640 -0.112061 -0.397073 -0.0055 -0.0515 -0.0184
O -3.989334 -1.164373 -0.282630 -0.1353 -0.2786 0.7584
H -4.737440 -0.644308 0.010808 -0.2242 0.0506 0.1615
H -3.791696 -0.828491 -1.156903 0.2603 0.2124 -0.7810
O 2.270625 -1.373119 1.145726 -0.0036 -0.2202 -0.2519
H 2.716740 -0.563953 0.895810 0.4416 0.2749 -0.2411
H 1.726766 -1.126159 1.893700 -0.4789 -0.1726 0.3535
O -0.890401 1.334554 1.846745 -0.6131 0.0744 0.3521
H -0.295840 0.999139 2.517725 0.2773 -0.2850 0.2456
H -0.318188 1.770502 1.215275 0.2053 -0.0617 -0.2294
O 0.400413 -1.126770 3.366213 0.1981 0.4275 -0.0065
H -0.376445 -1.660446 3.533304 -0.4611 -0.2559 -0.2368
H 0.863336 -1.107948 4.203811 0.1993 -0.0062 0.2478
O 1.798049 -0.136447 -2.316169 -0.2849 0.2141 0.0461
H 1.719176 -1.035742 -2.634435 0.1323 -0.3612 0.0401
H 2.551799 0.219424 -2.786760 0.2787 0.1012 -0.1089
O 1.119374 2.800855 0.862949 0.2730 0.0453 -0.3636
H 0.933551 3.378904 0.122963 -0.0214 0.1988 -0.3136
H 0.950854 3.339227 1.636244 0.0162 0.1706 0.4053
O -0.716322 0.815867 -3.135858 -0.6879 0.3318 -0.3137
H -0.594400 1.733520 -2.892363 0.0040 0.2089 0.0310
H 0.103712 0.390207 -2.885687 0.6675 -0.2436 0.2869
O 1.917304 -3.273151 -0.960419 0.0914 -0.3583 -0.5220
H 1.593869 -3.012877 -1.822908 -0.1605 -0.2456 -0.1576
H 1.699367 -2.536071 -0.389932 0.1314 0.4787 0.7481
O 3.569006 1.278946 0.690503 0.2512 -0.3103 0.0446
H 2.701858 1.678686 0.623579 -0.4672 0.3202 0.0899
H 4.143492 1.868756 0.202315 0.2380 0.0204 -0.0759
O -2.651909 -0.901621 2.185046 0.0997 -0.3822 0.9032
H -2.889538 -0.819007 1.261495 -0.2295 -0.1882 -0.6355
H -1.911593 -0.305210 2.296640 0.0096 0.3395 -0.2196
O -3.224579 -0.255450 -2.721785 -0.6643 -0.2096 -0.0437
H -3.725840 0.186944 -3.406814 -0.1984 -0.0169 -0.1391
H -2.376127 0.187674 -2.721113 0.8607 0.1785 -0.0559
```
Positions in Å, forces in eV/Å.

Want to see where the charge sits? The Löwdin charges in e are: He 0.15; O -0.05; H 0.05; H -0.02; O -0.05; H 0.00; H -0.01; O -0.08; H 0.02; H -0.03; O -0.03; H 0.06; H 0.06; O -0.05; H 0.04; H 0.06; O -0.03; H 0.07; H 0.08; O -0.06; H 0.05; H -0.02; O -0.05; H 0.00; H -0.02; O -0.05; H -0.01; H 0.04; O -0.07; H -0.02; H -0.03; O -0.04; H 0.06; H -0.01

***

(2)
Molecular formula: C26H13AsCl3F11N3O7SeTi
Method: DFT, wB97M-V/def2-TZVPD

Summary:
HOMO (spin up / spin down) in eV: -0.15 / -3.51
Total charge: -2
Spin multiplicity: 4
Orbital gap (spin up / spin down) in Eh: 0.1422 / 0.2183

XYZ file:
```
66
Properties=species:S:1:pos:R:3:forces:R:3
Ti -0.999883 0.905505 -1.527129 -0.1544 0.1405 -0.0275
O 1.421111 -2.336506 -2.383179 0.0381 0.0703 0.0541
C 0.946201 -1.211275 -2.237120 -0.0210 -0.1085 -0.0019
O -0.053840 -0.922945 -1.416583 0.1626 -0.2971 0.0072
C 1.440083 0.000299 -2.893247 0.1466 0.2834 -0.1364
C 2.537460 0.128371 -3.736109 -0.0238 -0.1882 0.1125
C 2.913561 1.373830 -4.199192 -0.0341 0.1693 -0.0040
C 2.159441 2.516789 -3.798456 0.0916 -0.0774 0.0186
C 1.074313 2.339893 -2.998662 -0.0660 0.0507 -0.1095
N 0.696728 1.108080 -2.561060 -0.0456 -0.1511 -0.1849
C 0.109741 3.408918 -2.529702 0.0131 -0.1167 -0.1545
O 0.347716 4.601219 -2.660743 -0.0002 0.0198 -0.0391
O -0.947345 2.881613 -2.005950 0.1662 0.3575 0.1285
H 3.084371 -0.768422 -4.000941 -0.0069 -0.0018 0.0159
H 3.770025 1.485648 -4.851971 0.0001 -0.0122 -0.0005
H 2.416828 3.518470 -4.114953 -0.0142 0.0075 0.0113
Cl -0.620389 6.799636 2.931691 0.0077 -0.0092 -0.0045
C -0.493056 5.253547 2.119104 -0.0609 -0.0038 -0.0141
C -1.635055 4.640308 1.635409 0.0801 0.0316 0.0284
C -1.523612 3.419151 1.002047 -0.0705 0.0158 0.0122
Cl -2.977612 2.670782 0.418284 0.0418 -0.0242 0.0061
C -0.296162 2.746508 0.806066 0.0799 0.0198 -0.0615
O -0.179270 1.590403 0.230798 -0.3777 -0.1019 0.3628
C 0.819224 3.437996 1.323047 0.1554 0.0008 0.0128
Cl 2.389733 2.714012 1.120540 -0.0503 0.0204 0.0027
C 0.743251 4.659481 1.965868 -0.0306 -0.0196 -0.0093
H -2.603303 5.107263 1.742310 -0.0051 -0.0056 -0.0010
H 1.641477 5.137479 2.328819 0.0029 -0.0035 -0.0005
F -1.879445 -0.374781 -3.552283 0.2022 -0.1447 -0.2201
As -2.955485 0.792977 -4.316614 0.0466 -0.1341 0.5793
F -3.109594 1.340796 -2.615840 -0.0587 0.2621 -0.0947
F -4.295169 -0.278396 -4.000223 -0.0215 0.0226 -0.0480
F -4.036060 2.014204 -4.855785 -0.1082 -0.0275 -0.0166
F -2.767597 0.088196 -5.871905 -0.0139 -0.0382 -0.0823
F -1.612687 1.826085 -4.574323 -0.0632 0.0173 -0.0756
O 0.555136 -0.929832 4.835457 -0.0050 0.0274 0.0276
C 0.184233 -2.144222 4.211487 0.0010 -0.0326 -0.0154
N -0.576937 -1.946079 3.013315 -0.1031 0.0463 0.0398
C -1.892539 -2.264676 2.894214 0.0415 -0.0567 0.0098
O -2.529239 -2.861842 3.748620 -0.0058 0.0182 0.0121
C -2.501129 -1.865016 1.586708 0.0053 0.0439 -0.0035
C -3.544374 -2.606607 1.046978 0.0033 -0.0010 0.0160
C -4.045434 -2.251243 -0.190319 0.0194 0.0300 -0.0181
C -3.488709 -1.165350 -0.855143 -0.0619 -0.0079 0.0511
N -2.514185 -0.433244 -0.321969 0.1220 0.0058 -0.2108
C -2.035125 -0.773723 0.873477 -0.0003 -0.0082 -0.0503
H 1.020770 -0.384845 4.189516 -0.0084 -0.0172 0.0063
H -0.442217 -2.684485 4.915855 0.0153 -0.0184 0.0018
H 1.075739 -2.738306 3.979209 0.0007 0.0473 -0.0023
H -0.100327 -1.540935 2.214548 0.0039 -0.0435 0.0123
H -3.928974 -3.453036 1.601624 -0.0035 0.0027 0.0027
H -4.841044 -2.811207 -0.661691 -0.0034 -0.0095 0.0127
H -3.828788 -0.874076 -1.840399 0.0075 -0.0047 0.0096
H -1.245934 -0.128413 1.240789 -0.0063 -0.0141 0.0440
F 4.565971 -5.420846 3.057810 -0.0132 0.0258 -0.0113
C 3.938477 -4.362814 2.526472 0.0000 -0.0172 0.0130
C 4.512301 -3.106834 2.597992 -0.0200 0.0249 -0.0067
F 5.698603 -2.950777 3.201795 -0.0114 -0.0157 -0.0070
C 3.855152 -2.023826 2.041598 0.0956 -0.0149 0.0086
F 4.445508 -0.824180 2.134966 -0.0287 -0.0366 -0.0123
C 2.624306 -2.147483 1.415371 -0.0455 -0.0275 -0.1207
Se 1.714484 -0.642196 0.672402 -0.0456 0.0965 0.1391
C 2.066347 -3.419640 1.368843 0.0548 -0.0697 0.0550
F 0.872413 -3.606992 0.815590 -0.0203 -0.0161 -0.0557
C 2.710028 -4.519659 1.909309 -0.0091 0.0277 -0.0220
F 2.149807 -5.732740 1.853534 0.0134 -0.0092 0.0087
```
Positions in Å, forces in eV/Å.

Want to see where the charge sits? The Löwdin charges in e are: Ti 1.01; O 0.01; C -0.66; O -0.26; C -0.20; C -0.03; C -0.10; C -0.02; C -0.19; N 0.00; C -0.58; O 0.03; O -0.16; H 0.11; H 0.08; H 0.10; Cl 0.60; C -0.68; C -0.14; C -0.55; Cl 0.76; C -0.46; O -0.30; C -0.56; Cl 0.68; C -0.15; H 0.10; H 0.10; F -0.25; As 0.75; F -0.30; F -0.26; F -0.23; F -0.23; F -0.20; O -0.03; C -0.24; N 0.09; C -0.43; O 0.05; C -0.09; C 0.00; C -0.03; C -0.09; N 0.00; C -0.08; H 0.08; H 0.12; H 0.12; H 0.03; H 0.12; H 0.10; H 0.09; H 0.09; F 0.11; C -0.14; C -0.15; F 0.11; C -0.25; F 0.08; C -0.43; Se 1.13; C -0.26; F 0.11; C -0.15; F 0.11

***

(3)
Molecular formula: C4H4S2
Method: DFT, wB97M-V/def2-TZVPD

Summary:
HOMO (spin up / spin down) in eV: -7.57 / -7.22
Orbital gap (spin up / spin down) in Eh: 0.2610 / 0.2391

XYZ file:
```
10
Properties=species:S:1:pos:R:3:forces:R:3
C 2.140409 -0.296922 0.691307 -0.7466 0.5495 -0.9659
C 1.291975 0.278092 0.052831 0.9438 -0.2968 0.0770
C -1.412998 -1.275343 -0.403880 -1.5788 -0.3936 0.3280
C 0.384467 1.015450 -0.708947 0.9595 -1.6570 1.8681
S -2.549541 -0.408563 0.367502 0.9957 -0.9159 -0.7540
S -0.877506 1.713195 -0.024357 -1.6821 0.9743 3.2740
H 2.942148 -0.889116 0.987132 0.6733 -0.5108 0.7401
H -1.713292 -2.370116 -0.551251 0.5568 1.2123 0.1870
H 0.383738 0.979079 -1.721949 0.3144 0.0265 -2.9321
H -0.589402 1.254240 1.311614 -0.4360 1.0116 -1.8222
```
Positions in Å, forces in eV/Å.

Want to see where the charge sits? The Löwdin charges in e are: C 0.12; C -0.28; C -0.53; C -0.63; S 0.52; S 0.78; H 0.01; H -0.03; H 0.03; H 0.00